C21H29N3O4 as an isolated structure at a distorted geometry. Source: the OMol25 dataset; level of theory: wB97M-V/def2-TZVPD.

XYZ file:
```
57
Properties=species:S:1:pos:R:3:forces:R:3:nbo_charge:R:1
C 7.915737 1.692858 1.370254 -7.2218 -1.7806 -0.8579 -0.5908
C 6.331766 1.839417 0.983559 2.7026 -3.7948 5.1417 -0.3523
C 5.604339 0.444059 1.043343 7.7703 2.4708 2.9869 -0.4139
C 6.117054 -0.491103 0.066145 5.3655 3.4622 -4.3136 -0.3804
C 5.484247 -1.664984 0.248992 -1.5698 -10.2640 4.0275 -0.4132
C 4.025747 -1.866828 0.216555 -2.9013 1.4871 2.0824 -0.4100
C 3.564565 -1.431880 -1.040233 -2.8127 3.8632 -7.3170 -0.4931
C 2.004017 -1.483452 -1.452976 1.0838 0.0839 3.8991 0.6895
O 1.464875 -2.382311 -2.051138 0.0453 0.6965 -0.5492 -0.5903
N 1.269578 -0.554780 -0.641196 5.8493 -4.4577 -5.2484 -0.4729
N -0.022398 -0.738040 -0.690292 -0.1481 10.5079 7.0143 -0.4094
C -0.551724 0.294708 0.116273 -3.1373 2.3481 3.7120 0.6359
O 0.023989 1.301031 0.973285 -0.6668 -6.0844 -5.6461 -0.7538
C -2.152929 0.197738 0.288169 3.0226 4.5630 -0.7894 -0.3372
C -2.730953 1.284305 1.094223 1.9049 -3.5386 1.3095 0.4489
O -2.014550 1.974361 2.027554 -7.3911 0.1133 -0.1662 -0.6362
H -1.133814 1.973461 1.872290 5.1607 -0.5535 -1.5739 0.5172
C -4.148746 1.172963 1.357269 -1.9670 -2.2691 -5.2291 -0.1143
C -4.929982 2.072945 1.995501 11.1211 1.4508 3.3829 -0.1475
C -6.172470 2.004879 2.260941 -6.4000 2.7057 0.6146 -0.2827
C -6.889612 1.303370 1.377077 -2.7731 -6.3028 0.4555 -0.1099
C -6.222084 0.161777 0.631444 -6.9490 3.8947 -0.6252 -0.3011
C -4.932166 0.172995 0.434050 5.6691 2.9961 3.9453 0.1977
N -4.227779 -0.748870 -0.265820 1.1046 4.3772 0.2459 -0.4785
C -2.890505 -0.586946 -0.765621 -4.8688 9.5207 12.7522 0.6763
O -2.485520 -1.463168 -1.267874 6.8086 -10.9162 -9.3969 -0.5405
C -4.994786 -1.410266 -1.065312 -1.1480 -10.9061 -8.3380 -0.1809
C -5.187397 -1.129656 -2.770638 4.6295 6.7040 7.2526 -0.3732
C -5.956520 0.135818 -2.654079 -6.0952 -2.8842 -7.7228 -0.5791
H -7.085225 -0.041605 -2.361871 2.1323 0.4113 -0.5443 0.1935
H -5.656794 0.973579 -2.274410 2.5735 4.2626 3.2875 0.1984
H -6.027297 0.623676 -3.867500 -0.3056 -1.3487 2.9435 0.1688
H -5.601368 -1.894871 -3.240620 -1.3956 -3.2846 -2.0775 0.2116
H -4.126121 -0.719232 -2.950923 -1.4368 -1.7036 -0.8713 0.2064
H -5.918392 -1.742976 -0.700691 -1.1456 -0.0537 0.6793 0.2122
H -4.428224 -2.615905 -1.333934 -1.4613 3.0951 1.4464 0.1752
H -6.972314 -0.189334 -0.122484 1.0626 -0.5618 1.0798 0.2286
H -8.032212 1.048985 1.671889 2.4885 1.1474 -1.3739 0.2160
H -6.672516 2.774411 2.851918 0.1853 -0.4334 0.3010 0.2248
H -4.103361 2.601672 2.675982 -2.4444 0.0889 -1.2030 0.2351
H -0.707766 -1.307131 -0.947917 -2.5739 -4.6063 -2.3567 0.4561
H 1.865238 -0.110631 0.026639 -1.1882 0.6835 1.1378 0.4371
H 3.845936 -0.349303 -1.345000 -0.3574 -1.1809 0.9966 0.2005
H 3.987315 -1.921700 -1.917375 0.4269 -0.6624 0.2200 0.2260
H 3.715167 -2.906363 0.177417 0.3129 -0.3569 1.3176 0.2318
H 3.392429 -1.206050 0.943453 1.3394 -1.6688 -0.2866 0.1840
H 5.681208 -2.251508 1.317211 0.4201 1.8975 -2.0347 0.1946
H 5.768153 -2.494841 -0.395440 0.7864 0.1360 -0.5483 0.2148
H 5.923553 -0.121534 -1.065427 0.6344 -0.5149 2.3648 0.2019
H 7.374754 -0.782965 0.103417 -3.5871 1.4501 0.0506 0.2207
H 4.664971 0.664146 0.997821 -5.9232 0.5689 -0.2578 0.1968
H 5.949778 0.074015 2.051645 -1.1150 0.0251 -0.6884 0.2020
H 5.828416 2.581496 1.535747 -0.4754 0.6887 1.3788 0.1955
H 6.287454 2.181132 0.088094 -0.0638 2.0602 -6.2512 0.1764
H 8.378922 1.083905 0.737162 1.7741 -2.7108 -2.6960 0.1930
H 8.358495 2.528312 1.343724 3.1195 6.9070 -0.9929 0.1969
H 8.147822 1.446222 2.309727 0.0297 -1.8288 3.9302 0.1969
```
Positions in Å, forces in eV/Å.

Properties
F_max in eV/Å: 16.64
Gap between HOMO and LUMO in eV: 7.606
ΔE to the lowest compared entry with this formula, charge and spin in eV: 18.835
M in g/mol: 387.48
E_HOMO in eV: -8.3

The molecule C5H7NO2 at a distorted geometry. Source: the OMol25 dataset; level of theory: wB97M-V/def2-TZVPD.

XYZ file:
```
15
Properties=species:S:1:pos:R:3:forces:R:3:nbo_charge:R:1
C -2.637688 -0.194757 0.003277 -0.4588 -2.0639 -0.3959 -0.2545
C -0.259660 0.077074 -0.030820 1.5127 1.3664 2.1557 0.5047
C 0.072316 1.403461 0.747706 0.1482 -1.9250 -1.3787 -0.4701
C 0.807325 0.924505 -0.543413 2.0556 2.1705 -1.7276 -0.3328
C 2.046532 0.069536 -0.407570 -0.6760 -0.5045 0.8572 -0.0364
H -3.052739 -1.200914 -0.319389 -0.2013 1.3040 0.8796 0.2018
H -3.300570 0.590212 -0.394803 0.7490 0.0106 -0.1067 0.1834
H -2.567288 -0.118620 1.087880 -0.0182 -0.0413 -0.0059 0.1883
H 0.624092 1.201160 1.624836 0.3574 0.0048 1.0147 0.2218
H -0.510490 2.319434 0.741370 -0.0746 -0.3746 -0.4209 0.2336
H 0.846577 1.643628 -1.407417 -0.7503 -1.0456 0.8267 0.2461
H 3.095544 0.128417 -0.798046 -1.3512 0.3529 0.4862 0.2269
N 1.717789 -1.000398 0.231967 2.8947 -0.3265 -0.8350 -0.0846
O -1.348057 -0.323016 -0.590165 -2.6226 0.3468 -2.0308 -0.4979
O 0.431483 -1.081915 0.493505 -1.5646 0.7254 0.6814 -0.3302
```
Positions in Å, forces in eV/Å.

Properties
F_max in eV/Å: 3.45
Gap between HOMO and LUMO in eV: 10.060
ΔE to the lowest compared entry with this formula, charge and spin in eV: 4.174
M in g/mol: 113.12
E_HOMO in eV: -9.2

An isolated ion of composition C6H10NS and charge +1 at a distorted geometry. Source: the OMol25 dataset; level of theory: wB97M-V/def2-TZVPD.

XYZ file:
```
18
Properties=species:S:1:pos:R:3:forces:R:3:nbo_charge:R:1
C -0.172091 1.508766 1.391885 -0.0019 -0.6716 -1.5766 0.0489
C -0.420817 1.441315 0.093306 -1.9612 1.7013 -1.3898 -0.3618
C 0.313026 1.909128 2.527449 1.7332 -0.4004 0.3527 -0.4153
C -0.878105 0.440090 -1.074213 2.9784 -0.2821 2.8161 -0.1898
C 0.219654 -1.628172 -0.289681 1.1545 -2.9843 -2.6024 -0.2510
C 1.368191 -1.072592 -1.298173 -2.0695 -0.3981 1.1975 -0.5497
N -1.105052 -0.935054 -0.425373 -0.5064 -0.5263 0.3294 -0.5376
S 0.400862 0.036642 -2.309502 -0.1430 1.0035 -0.6726 0.3116
H 1.456138 1.970738 2.509968 -1.7118 0.1260 0.4274 0.2550
H -0.240925 2.081046 3.456832 0.2276 -0.0722 -0.5140 0.2577
H -1.697192 0.911027 -1.562008 -0.9722 -0.2643 -0.3115 0.2699
H 0.698764 -1.360012 0.562312 0.3113 0.6780 3.3211 0.2305
H 0.105783 -2.818107 -0.285267 0.0315 2.8335 -0.2741 0.2590
H 2.260951 -0.681503 -0.752409 -1.0123 -0.0515 -0.4147 0.2505
H 1.629236 -1.903633 -1.906504 0.5566 -0.4498 -0.6941 0.2558
H -1.415387 -0.828792 0.554157 -0.2893 0.2749 -0.4725 0.4531
H -1.809194 -1.550062 -0.898814 0.8267 0.7920 0.1243 0.4572
H -0.713842 2.479176 -0.293964 0.8477 -1.3086 0.3538 0.2561
```
Positions in Å, forces in eV/Å.

Properties
F_max in eV/Å: 4.12
Gap between HOMO and LUMO in eV: 9.888
ΔE to the lowest compared entry with this formula, charge and spin in eV: 2.440
Total charge: +1
M in g/mol: 128.22
E_HOMO in eV: -13.3

The molecule C9H10O3 at a distorted geometry. Source: the OMol25 dataset; level of theory: wB97M-V/def2-TZVPD.

XYZ file:
```
22
Properties=species:S:1:pos:R:3:forces:R:3:nbo_charge:R:1
C 0.566675 1.437190 2.321533 -2.5418 1.2202 2.4978 -0.6636
C 1.808123 0.991874 1.526540 -2.4811 0.5357 -1.8699 -0.5009
C 1.487709 -0.353746 0.981370 1.5959 -2.2792 1.3068 0.5613
C 0.514894 -0.673948 -0.071096 0.0912 4.5190 0.5605 -0.2470
C 0.523186 -1.858223 -0.788729 -1.1635 -2.6636 0.8070 -0.1240
C -0.476934 -2.097721 -1.748474 0.7583 -1.0762 -0.2317 -0.2791
C -1.422439 -1.077018 -1.928556 -0.1273 -2.2927 -2.0548 0.3276
C -1.364481 0.064297 -1.288068 1.8500 3.8632 1.3171 -0.3602
C -0.326178 0.432854 -0.412395 -2.6591 -2.1086 -0.2189 0.3670
H 0.762755 2.383229 2.878228 0.3456 -0.6883 -0.0825 0.2109
H -0.470736 1.767515 1.792217 3.2528 -1.5165 2.1130 0.2790
H 0.295203 0.647236 3.124457 0.6528 1.1536 -1.1830 0.2048
H 1.854807 1.448790 0.475416 0.8106 0.9853 1.8864 0.2230
H 2.653757 0.982946 2.236130 -0.0832 -0.0912 -1.1538 0.2548
H 1.081830 -2.779163 -0.313667 -0.5581 2.2712 -1.3717 0.2640
H -0.467198 -3.048310 -2.373682 -0.2735 1.4500 1.0342 0.2391
H -3.120282 -0.481154 -2.968120 2.5219 -1.5111 0.9029 0.4993
H -1.823501 0.867290 -1.826892 -0.9923 0.6358 0.2438 0.1868
H -1.308189 2.117749 -0.345493 2.3396 -1.3353 1.5536 0.4960
O 2.113481 -1.287624 1.423887 0.7828 -1.3065 0.5577 -0.5683
O -2.346106 -1.154983 -2.906909 -2.3811 -0.2321 -1.6607 -0.6870
O -0.536375 1.670918 0.212303 -1.7403 0.4672 -4.9537 -0.6836
```
Positions in Å, forces in eV/Å.

Properties
F_max in eV/Å: 5.27
Gap between HOMO and LUMO in eV: 9.176
ΔE to the lowest compared entry with this formula, charge and spin in eV: 4.069
M in g/mol: 166.18
E_HOMO in eV: -8.9

C34H57InN3O2SSi as an isolated structure at a distorted geometry. Source: the OMol25 dataset; level of theory: wB97M-V/def2-TZVPD.

XYZ file:
```
99
Properties=species:S:1:pos:R:3:forces:R:3:lowdin_charge:R:1
O 1.592182 -2.161943 -1.478354 0.0191 -1.2789 0.9460 -0.2092
O 1.061901 -0.886146 -3.380690 -1.8185 2.1709 -2.3472 -0.1305
C 2.970095 -2.543733 -1.179274 0.2302 0.4762 -0.1160 -0.1989
C 3.210191 -3.913664 -0.595167 0.1127 -0.3564 0.2295 -0.0593
H 3.344961 -1.773332 -0.485693 -0.0694 -0.2885 -0.2980 0.1183
H 3.509205 -2.457177 -2.135699 -0.0680 0.0709 0.2912 0.1232
H 2.834334 -4.017302 0.427945 -0.0546 0.0499 -0.2058 0.0699
H 4.294895 -4.060231 -0.532862 -0.1500 0.1049 -0.0707 0.0993
H 2.819049 -4.726806 -1.214195 0.0355 0.1413 0.1157 0.0809
C 0.528899 -3.083817 -1.080736 0.4855 -0.0646 0.0121 -0.1932
C 0.243816 -3.974032 -2.265472 -0.4772 -0.4613 -0.1014 -0.0535
H -0.310390 -2.436906 -0.808374 0.0651 -0.2101 0.0801 0.1210
H 0.829663 -3.690350 -0.209934 -0.1784 0.5984 -0.2649 0.1053
H -0.059348 -3.376329 -3.130936 0.0585 -0.1858 -0.0097 0.0607
H -0.563889 -4.690984 -2.059464 0.1551 0.2382 0.0291 0.0995
H 1.129066 -4.562087 -2.530998 -0.1608 0.1616 -0.0228 0.0804
C -0.565068 -0.328487 -4.055219 2.1377 -1.0161 0.2877 0.0795
C 2.076007 -0.836058 -4.433661 -0.1768 0.0449 0.4163 -0.2136
C -1.509176 -0.682410 -2.996867 -0.1478 -0.1289 0.8132 -0.0643
H -0.609079 -0.904524 -4.989021 0.1335 0.2361 0.3980 0.1226
H -0.277205 0.713853 -4.164908 -0.0475 -0.1389 0.0113 0.0961
H -1.465913 -1.753795 -2.807201 -0.1456 -0.0103 0.0230 0.0778
H -2.552140 -0.439954 -3.237645 0.2737 0.1225 -0.2673 0.1121
H -1.244144 -0.134565 -2.090083 -0.2013 -0.0513 0.0111 0.0698
C 2.056752 -2.186049 -5.091969 -0.1162 -0.1106 -0.3759 -0.0495
H 3.045281 -0.599528 -3.967107 -0.4187 0.0627 -0.0579 0.1225
H 1.767722 -0.011653 -5.098701 0.3982 -0.3694 0.2006 0.1276
H 2.096236 -2.987927 -4.342222 0.1254 0.2068 -0.1990 0.0775
H 2.873416 -2.320633 -5.798944 -0.0196 0.0170 -0.0338 0.0952
H 1.106101 -2.262553 -5.623698 0.1224 -0.3556 -0.1339 0.0813
H 1.257050 -1.665922 -2.727908 -0.1962 0.2491 0.7689 0.0446
N -0.740735 -0.297578 2.903329 0.2404 0.7021 -0.4862 0.0086
C -1.625964 0.103657 3.824882 0.0937 -0.3888 -0.0350 -0.3400
C -2.447315 1.232730 3.686938 -0.0378 -0.0068 0.0897 -0.0365
C -2.645861 2.054490 2.561980 0.0604 0.3189 -0.5807 -0.3108
C -1.759330 -0.725450 5.080567 -0.2059 0.0361 0.2279 -0.0001
H -0.770066 -0.941256 5.519153 -0.3588 0.0519 -0.3089 0.0967
H -2.271412 -1.679157 4.875849 0.2136 0.2593 0.0652 0.0902
H -2.340355 -0.169672 5.824704 0.1170 -0.2044 -0.1719 0.0896
C -3.830782 2.979692 2.541922 -0.3104 0.0219 0.4004 0.0083
H -4.508437 2.736293 1.710853 0.2123 0.1167 0.2263 0.0882
H -3.504318 4.025071 2.426971 -0.1153 -0.3737 -0.0220 0.0905
H -4.376534 2.880517 3.484020 -0.0375 0.1312 -0.2401 0.0892
N -1.841439 2.096054 1.503199 0.2513 -0.1235 0.4614 0.0054
C -0.259214 -1.636009 2.816327 0.1902 -0.4578 0.4233 -0.2011
C 1.070979 -1.930415 3.181400 -0.3868 -0.0439 -0.1483 -0.2128
C 1.972283 -0.875767 3.743665 0.3639 0.1078 0.1404 -0.0416
C 1.543357 -3.235445 3.052250 -0.1991 -0.1945 -0.1520 -0.0533
H 2.580818 -3.444726 3.328532 -0.3697 -0.0241 -0.0462 0.1165
C 0.704383 -4.253611 2.598477 0.1001 -0.0039 -0.0539 -0.0929
H 1.087193 -5.272007 2.517125 -0.1402 0.2355 0.0416 0.1085
C -0.615947 -3.967456 2.248153 0.3718 0.0579 0.0241 -0.0602
H -1.272736 -4.757929 1.881040 0.1579 0.1730 0.1368 0.1152
C -1.105500 -2.666079 2.338839 0.3611 0.4502 0.1868 -0.2201
C -2.517413 -2.366321 1.942934 -0.5109 -0.0853 -0.2541 -0.0303
C -2.116212 2.806993 0.292851 -0.0939 0.3513 -0.4051 -0.2081
C -1.527804 4.073725 0.063598 -0.3230 -0.5217 -0.0280 -0.2135
C -0.939857 4.860417 1.191694 0.4385 0.2875 0.2752 -0.0414
C -1.560886 4.615724 -1.222447 -0.2314 -0.3279 -0.0710 -0.0403
H -1.079216 5.578441 -1.399312 -0.1440 -0.2532 -0.0182 0.1194
C -2.210655 3.940651 -2.254832 -0.1066 0.0366 -0.1705 -0.0870
H -2.208319 4.355684 -3.263601 -0.0280 -0.0525 0.2746 0.1082
C -2.899735 2.753050 -2.000973 0.1924 0.2492 0.1970 -0.0601
H -3.476153 2.252405 -2.785023 0.1930 0.2496 0.1933 0.1098
C -2.873026 2.186462 -0.725539 0.4001 0.1497 0.2603 -0.2199
C -3.639401 0.930778 -0.438591 -0.1450 -0.4059 -0.1652 -0.0354
In 0.183856 1.359259 1.795117 -1.0730 0.2807 1.3896 0.6800
H 2.267029 -0.130626 2.987552 -0.0759 -0.1018 0.2108 0.0476
H 2.898472 -1.346628 4.099866 -0.2089 0.2188 -0.0679 0.0909
H 1.517890 -0.341762 4.589609 0.0649 -0.0448 -0.2688 0.0800
H -2.592215 -1.474475 1.302345 0.0773 -0.1745 0.3162 0.0623
H -3.170482 -2.208619 2.816853 0.1916 0.0415 -0.2912 0.0889
H -2.928616 -3.214603 1.378443 0.0313 0.2023 0.1789 0.0832
H -0.380467 5.715811 0.790595 -0.1112 -0.1801 0.1828 0.0912
H -0.254461 4.280505 1.830426 -0.2736 0.2022 -0.1974 0.0177
H -1.725425 5.264045 1.850220 0.2162 -0.1562 -0.1884 0.0911
H -4.420230 1.090712 0.319725 0.2767 -0.1253 -0.1645 0.0844
H -2.985242 0.119472 -0.086506 -0.1512 0.2370 0.0365 0.0625
H -4.141590 0.583880 -1.351745 0.0615 0.0633 0.2269 0.0787
H -3.087523 1.445099 4.536375 0.1309 -0.0150 -0.1411 0.1086
C 0.964672 0.894168 -0.010198 0.7493 -1.7650 -2.5534 -0.3445
Si 2.085287 1.927166 -1.095823 -0.2436 -0.1039 0.2670 0.4242
H 0.212718 0.507007 -0.742958 0.0293 0.3409 0.7715 -0.0008
H 1.520967 -0.037661 0.188894 0.1042 0.0622 0.0473 -0.0065
C 3.699061 1.056504 -1.509075 0.1950 0.0575 -0.1132 -0.1590
C 2.455017 3.443181 -0.108316 0.1767 0.1691 -0.2889 -0.1854
C 1.206319 2.424231 -2.688286 -0.0288 0.2359 -0.1296 -0.1525
H 1.404493 3.498821 -2.847808 -0.1496 -0.3838 -0.1182 0.0485
H 0.119212 2.298137 -2.614097 0.0988 0.1303 0.0767 0.0124
H 1.557247 1.877104 -3.574298 0.0460 0.1450 0.2143 0.0138
H 4.401353 1.214453 -0.677977 -0.0718 -0.1557 -0.2118 0.0438
H 4.143797 1.510828 -2.409231 -0.0400 -0.1110 0.2640 0.0432
H 3.608773 -0.023607 -1.686691 -0.0314 0.3358 0.0404 -0.0073
H 3.099057 3.190923 0.734364 0.0604 0.1314 0.0805 0.0287
H 1.523788 3.865720 0.266824 -0.0316 0.1489 0.0472 0.0083
H 2.943970 4.181493 -0.740303 0.1677 0.2564 0.1649 0.0437
S 1.570936 2.840851 3.318717 0.0168 -0.1476 -0.8463 0.6379
C 0.705676 2.479588 4.693353 -1.6398 -0.7555 2.8540 -0.8390
N 0.111802 2.220117 5.678158 1.3166 0.5175 -2.1859 0.0918
```
Positions in Å, forces in eV/Å.

Properties
F_max in eV/Å: 3.68
Gap between HOMO and LUMO in eV: 7.052
ΔE to the lowest compared entry with this formula, charge and spin in eV: 0.000
Total charge: +1
M in g/mol: 714.82
E_HOMO in eV: -10.2